## w
The following is a quantum chemistry calculation of one molecule with the formula C23H30N4O4, from the OMol25 dataset.

Last columns: bonded neighbours and bond lengths (Å).
CARTESIAN COORDINATES (ANGSTROEM)
1 C 7.6141 3.5535 0.8468  C2 1.526, H32 1.087, H33 1.087, H34 1.087
2 C 8.0439 2.2188 0.2439  C1 1.526, O3 1.413, H35 1.097, H36 1.094
3 O 6.9961 1.5681 -0.4448  C2 1.413, C4 1.361
4 C 6.0226 0.9201 0.2516  O3 1.361, C5 1.391, C31 1.397
5 C 5.9884 0.7416 1.6307  C4 1.391, C6 1.383, H37 1.078
6 C 4.9490 0.0376 2.2114  C5 1.383, C7 1.390, H38 1.082
7 C 3.9250 -0.5009 1.4414  C6 1.390, N8 1.403, C30 1.393
8 N 2.9059 -1.2031 2.1030  C7 1.403, C9 1.361, H39 1.011
9 C 1.8389 -1.8649 1.5789  N8 1.361, O10 1.213, C11 1.533
10 O 1.5717 -1.9126 0.3962  C9 1.213
11 C 0.9416 -2.5134 2.6397  C9 1.533, N12 1.452, H40 1.093, H41 1.095
12 N -0.3812 -1.9181 2.7089  C11 1.452, C13 1.452, C29 1.453
13 C -0.3475 -0.4820 2.9178  N12 1.452, C14 1.526, H42 1.093, H43 1.104
14 C -1.7618 0.0219 3.1917  C13 1.526, N15 1.451, H44 1.093, H45 1.103
15 N -2.6064 -0.2841 2.0523  C14 1.451, C16 1.450, C28 1.455
16 C -3.9389 0.2782 2.1557  N15 1.450, C17 1.532, H46 1.101, H47 1.095
17 C -4.6355 0.3352 0.7922  C16 1.532, O18 1.212, N19 1.353
18 O -5.8427 0.3359 0.6871  C17 1.212
19 N -3.7415 0.4169 -0.2204  C17 1.353, C20 1.398, H48 1.016
20 C -3.9603 0.4551 -1.6003  N19 1.398, C21 1.390, C27 1.394
21 C -2.8554 0.3901 -2.4412  C20 1.390, C22 1.384, H49 1.081
22 C -3.0032 0.4264 -3.8164  C21 1.384, C23 1.390, H50 1.078
23 C -4.2718 0.5287 -4.3753  C22 1.390, O24 1.365, C26 1.396
24 O -4.5377 0.5727 -5.7133  C23 1.365, C25 1.406
25 C -3.4599 0.5031 -6.6130  O24 1.406, H51 1.089, H52 1.095, H53 1.095
26 C -5.3800 0.5934 -3.5296  C23 1.396, C27 1.377, H54 1.078
27 C -5.2322 0.5582 -2.1606  C20 1.394, C26 1.377, H55 1.077
28 C -2.6398 -1.7257 1.8581  N15 1.455, C29 1.524, H56 1.092, H57 1.103
29 C -1.2305 -2.2308 1.5723  N12 1.453, C28 1.524, H58 1.092, H59 1.100
30 C 3.9559 -0.3214 0.0605  C7 1.393, C31 1.377, H60 1.077
31 C 4.9911 0.3785 -0.5185  C4 1.397, C30 1.377, H61 1.078
32 H 8.4671 4.0347 1.3175  C1 1.087
33 H 6.8329 3.4120 1.5897  C1 1.087
34 H 7.2288 4.2026 0.0646  C1 1.087
35 H 8.4706 1.5618 1.0121  C2 1.097
36 H 8.8058 2.3884 -0.5222  C2 1.094
37 H 6.7624 1.1363 2.2695  C5 1.078
38 H 4.9391 -0.0935 3.2851  C6 1.082
39 H 3.0226 -1.2412 3.1062  N8 1.011
40 H 0.8183 -3.5690 2.3850  C11 1.093
41 H 1.3929 -2.4437 3.6345  C11 1.095
42 H 0.2878 -0.2657 3.7809  C13 1.093
43 H 0.0548 0.0524 2.0401  C13 1.104
44 H -1.7397 1.1049 3.3360  C14 1.093
45 H -2.1390 -0.4508 4.1142  C14 1.103
46 H -4.5908 -0.2704 2.8533  C16 1.101
47 H -3.8614 1.3092 2.5153  C16 1.095
48 H -2.7728 0.3594 0.0802  N19 1.016
49 H -1.8644 0.3068 -2.0176  C21 1.081
50 H -2.1217 0.3721 -4.4354  C22 1.078
51 H -3.9019 0.5505 -7.6071  C25 1.089
52 H -2.7716 1.3451 -6.4839  C25 1.095
53 H -2.9073 -0.4366 -6.5084  C25 1.095
54 H -6.3588 0.6721 -3.9751  C26 1.078
55 H -6.0938 0.6052 -1.5162  C27 1.077
56 H -3.2936 -1.9578 1.0149  C28 1.092
57 H -3.0313 -2.2348 2.7549  C28 1.103
58 H -1.2500 -3.3143 1.4411  C29 1.092
59 H -0.8563 -1.7728 0.6448  C29 1.100
60 H 3.1714 -0.7364 -0.5489  C30 1.077
61 H 5.0268 0.5193 -1.5869  C31 1.078

The calculation puts the LUMO energy at 0.5 eV. The HOMO energy comes out at -0.2841 Eh. As for the net charge: 0. Its spin multiplicity is 1.

---

## x
The following is a quantum chemistry calculation of one molecule with the formula C23H30N4O4, from the OMol25 dataset.

Last columns: bonded neighbours and bond lengths (Å).
CARTESIAN COORDINATES (ANGSTROEM)
1 C 4.8613 4.1435 1.7929  C2 1.517, H32 1.087, H33 1.087, H34 1.086
2 C 3.5683 4.1506 0.9994  C1 1.517, O3 1.424, H35 1.097, H36 1.096
3 O 3.2668 2.8090 0.6278  C2 1.424, C4 1.346
4 C 2.1553 2.6391 -0.1125  O3 1.346, O5 1.218, C6 1.456
5 O 1.4259 3.5641 -0.4201  C4 1.218
6 C 1.9450 1.2532 -0.5060  C4 1.456, C7 1.397, C16 1.439
7 C 2.8366 0.2468 -0.1259  C6 1.397, C8 1.384, H37 1.082
8 C 2.6024 -1.1173 -0.1587  C7 1.384, C9 1.394, C11 1.461
9 C 1.3612 -1.6508 -0.5034  C8 1.394, N10 1.154
10 N 0.3064 -2.0311 -0.7780  C9 1.154
11 C 3.6535 -2.0323 0.2798  C8 1.461, O12 1.211, O13 1.349
12 O 4.7691 -1.6994 0.6136  C11 1.211
13 O 3.2382 -3.3156 0.2614  C11 1.349, C14 1.423
14 C 4.1915 -4.2867 0.6788  O13 1.423, C15 1.517, H38 1.097, H39 1.097
15 C 3.5296 -5.6513 0.6444  C14 1.517, H40 1.087, H41 1.087, H42 1.086
16 C 0.8213 0.9707 -1.3594  C6 1.439, N17 1.351, N18 1.323
17 N 1.0675 0.2928 -2.5012  C16 1.351, H43 1.007, H44 1.008
18 N -0.3832 1.4690 -1.1326  C16 1.323, C19 1.447, C31 1.448
19 C -0.8461 1.7742 0.2043  N18 1.447, C20 1.537, H45 1.087, H46 1.091
20 C -1.7434 0.6172 0.6711  C19 1.537, N21 1.445, H47 1.090, H48 1.104
21 N -2.8189 0.4293 -0.2748  C20 1.445, C22 1.421, C30 1.443
22 C -4.0091 -0.1737 0.2146  N21 1.421, C23 1.401, C28 1.399
23 C -4.9545 0.6994 0.7685  C22 1.401, C24 1.499, C25 1.386
24 C -4.6819 2.1723 0.8324  C23 1.499, H49 1.090, H50 1.087, H51 1.087
25 C -6.1492 0.1947 1.2575  C23 1.386, C26 1.382, H52 1.080
26 C -6.4182 -1.1594 1.1929  C25 1.382, C27 1.381, H53 1.080
27 C -5.4808 -2.0161 0.6502  C26 1.381, C28 1.390, H54 1.081
28 C -4.2648 -1.5484 0.1654  C22 1.399, C27 1.390, C29 1.501
29 C -3.2799 -2.5451 -0.3724  C28 1.501, H55 1.090, H56 1.086, H57 1.088
30 C -2.3318 0.1061 -1.5944  N21 1.443, C31 1.537, H58 1.091, H59 1.101
31 C -1.4898 1.3079 -2.0520  N18 1.448, C30 1.537, H60 1.089, H61 1.093
32 H 4.7508 3.5266 2.6805  C1 1.087
33 H 5.6678 3.7374 1.1886  C1 1.087
34 H 5.1137 5.1570 2.0912  C1 1.086
35 H 2.7374 4.5512 1.5925  C2 1.097
36 H 3.6581 4.7602 0.0926  C2 1.096
37 H 3.7762 0.5482 0.3171  C7 1.082
38 H 5.0579 -4.2461 0.0074  C14 1.097
39 H 4.5365 -4.0353 1.6888  C14 1.097
40 H 3.1918 -5.8770 -0.3635  C15 1.087
41 H 2.6688 -5.6641 1.3075  C15 1.087
42 H 4.2385 -6.4102 0.9629  C15 1.086
43 H 2.0063 -0.0541 -2.6155  N17 1.007
44 H 0.3434 -0.2607 -2.9310  N17 1.008
45 H -0.0018 1.8835 0.8802  C19 1.087
46 H -1.4027 2.7126 0.1747  C19 1.091
47 H -2.1641 0.8468 1.6501  C20 1.090
48 H -1.1139 -0.2846 0.7629  C20 1.104
49 H -4.1125 2.4179 1.7288  C24 1.090
50 H -5.6144 2.7303 0.8631  C24 1.087
51 H -4.1012 2.4860 -0.0309  C24 1.087
52 H -6.8762 0.8709 1.6837  C25 1.080
53 H -7.3534 -1.5468 1.5689  C26 1.080
54 H -5.6858 -3.0765 0.6123  C27 1.081
55 H -3.3133 -2.5739 -1.4616  C29 1.090
56 H -2.2620 -2.3181 -0.0678  C29 1.086
57 H -3.5280 -3.5396 -0.0085  C29 1.088
58 H -3.1831 -0.0386 -2.2612  C30 1.091
59 H -1.6917 -0.7889 -1.6146  C30 1.101
60 H -1.1292 1.1957 -3.0737  C31 1.089
61 H -2.0955 2.2163 -1.9965  C31 1.093

The calculation puts the LUMO energy at 0.3 eV. The HOMO energy comes out at -0.2884 Eh. As for the net charge: 0. Its spin multiplicity is 1.

---

Which structure wins on stability? x wins.

---

## w
The following is a quantum chemistry calculation of one molecule with the formula C4H9N3, from the OMol25 dataset.

Last columns: bonded neighbours and bond lengths (Å).
CARTESIAN COORDINATES (ANGSTROEM)
1 H -1.3868 0.4987 1.5522  N2 1.014
2 N -1.5582 1.4029 1.1256  H1 1.014, N3 1.243
3 N -0.9950 1.6315 0.0419  N2 1.243, C4 1.433
4 C -0.0235 0.7653 -0.5567  N3 1.433, N5 1.461, C6 1.509, C7 1.523
5 N 0.1686 1.1328 -1.9580  C4 1.461, H9 1.018, H10 1.015
6 C 1.2194 0.4271 0.2302  C4 1.509, C7 1.502, H11 1.085, H12 1.083
7 C 0.2720 -0.6730 -0.1536  C4 1.523, C6 1.502, C8 1.488, H13 1.086
8 C -0.3478 -1.4823 0.9310  C7 1.488, H14 1.096, H15 1.094, H16 1.095
9 H -0.7132 1.0077 -2.4502  N5 1.018
10 H 0.8558 0.5428 -2.4155  N5 1.015
11 H 2.1772 0.4679 -0.2770  C6 1.085
12 H 1.2711 0.7573 1.2606  C6 1.083
13 H 0.5586 -1.3327 -0.9679  C7 1.086
14 H 0.1453 -2.4594 0.9852  C8 1.096
15 H -1.4089 -1.6560 0.7307  C8 1.094
16 H -0.2345 -1.0305 1.9215  C8 1.095

The calculation puts the LUMO energy at 0.8 eV. The HOMO energy comes out at -0.3245 Eh. As for the net charge: 0. Its spin multiplicity is 1.

---

## x
The following is a quantum chemistry calculation of one molecule with the formula C4H9N3, from the OMol25 dataset.

Last columns: bonded neighbours and bond lengths (Å).
CARTESIAN COORDINATES (ANGSTROEM)
1 C 0.3152 -0.8452 -1.8570  N2 1.461, H8 1.096, H9 1.237, H10 1.062
2 N -0.1087 -0.2305 -0.6018  C1 1.461, C3 1.333, C7 1.389
3 C -1.1026 0.6552 -0.5322  N2 1.333, N4 1.360, H11 1.115
4 N -1.6842 1.2659 0.5348  C3 1.360, N5 1.551
5 N -1.1587 0.3600 1.6793  N4 1.551, C6 1.519, H12 0.955
6 C 0.3576 0.4145 1.6141  N5 1.519, C7 1.541, H13 1.253, H14 1.103
7 C 0.7419 -0.5270 0.4562  N2 1.389, C6 1.541, H15 1.051, H16 1.131
8 H 0.1110 -1.9221 -1.8527  C1 1.096
9 H 1.4773 -0.4868 -2.0803  C1 1.237
10 H -0.1320 -0.2494 -2.6142  C1 1.062
11 H -1.2201 0.8932 -1.6149  C3 1.115
12 H -1.3658 0.9162 2.4276  N5 0.955
13 H 0.5995 1.4922 1.0229  C6 1.253
14 H 0.7720 0.1815 2.6091  C6 1.103
15 H 0.5663 -1.5524 0.6081  C7 1.051
16 H 1.8312 -0.3651 0.2010  C7 1.131

The calculation puts the LUMO energy at 0.8 eV. The HOMO energy comes out at -0.2985 Eh. As for the net charge: 0. Its spin multiplicity is 1.

---

Which structure wins on stability? w wins.